[1]
A structure of composition C59H40N6O3W at a distorted geometry, computed with ωB97M-V/def2-TZVPD.

Geometry as XYZ:
```
109
C59H40N6O3W ωB97M-V/def2-TZVPD
W 1.219 -1.784 23.720
C -6.424 -0.427 24.432
C -5.664 -0.865 25.503
C -4.330 -1.049 25.361
C -3.720 -0.756 24.112
C -4.518 -0.407 23.023
C -5.870 -0.229 23.183
C -2.287 -1.052 23.943
C -1.456 -0.258 23.193
C -1.900 0.661 22.206
C -0.787 1.128 21.559
C 0.375 0.570 22.173
N -0.031 -0.274 23.228
C 1.593 1.230 22.057
C 2.709 0.976 22.887
C 3.887 1.764 22.932
C 4.692 1.234 23.905
C 4.028 0.051 24.446
C 4.494 -0.756 25.486
C 5.900 -0.836 25.754
C 6.883 -0.510 24.800
C 8.250 -0.514 25.143
C 8.628 -1.081 26.347
C 7.666 -1.499 27.275
C 6.329 -1.396 26.974
C 3.527 -1.727 25.998
N 1.454 -2.778 25.411
C 1.765 -4.722 26.369
C 0.819 -3.962 25.715
C 1.450 -6.085 26.704
C 0.133 -6.627 26.865
C -0.092 -7.987 26.787
C 0.982 -8.862 26.821
C 2.262 -8.379 26.603
C 2.486 -7.025 26.521
C -0.512 -3.842 25.269
C -1.832 -4.263 25.585
C -2.687 -3.360 24.968
C -1.898 -2.306 24.400
N -0.568 -2.736 24.452
C 3.056 -4.272 26.881
C 3.841 -3.169 26.578
N 2.774 -0.114 23.750
C 1.762 2.136 20.933
C 2.413 3.398 20.912
C 2.620 4.062 19.716
C 2.118 3.571 18.524
C 1.455 2.380 18.500
C 1.287 1.665 19.695
H -7.465 -0.189 24.615
H -6.178 -1.100 26.417
H -3.699 -1.439 26.160
H -4.076 -0.430 22.020
H -6.484 -0.102 22.321
H -2.925 0.956 21.916
H -0.737 1.855 20.733
H 4.104 2.661 22.314
H 5.671 1.616 24.209
H 6.562 -0.226 23.782
H 8.967 -0.161 24.404
H 9.689 -1.218 26.586
H 8.020 -2.010 28.164
H 5.597 -1.680 27.728
H -0.640 -5.922 27.115
H -1.109 -8.385 26.663
H 0.849 -9.898 27.113
H 3.099 -9.075 26.529
H 3.474 -6.662 26.288
H -2.106 -5.153 26.109
H -3.789 -3.319 24.951
H 3.476 -4.908 27.682
H 4.880 -3.308 26.809
H 2.642 3.961 21.826
H 3.128 5.010 19.678
H 2.143 4.209 17.674
H 1.078 1.962 17.579
H 0.737 0.721 19.711
C 0.543 3.678 25.920
O 0.705 3.782 27.346
C 1.387 2.709 27.840
C 2.480 2.975 28.611
C 3.398 1.953 28.784
C 3.267 0.672 28.176
C 2.133 0.286 27.466
C 2.245 -0.984 26.640
N 1.178 -1.624 26.171
N 1.377 -3.089 22.490
C 1.373 -3.339 21.111
O 2.448 -3.069 20.554
C 0.418 -4.544 20.844
C -0.669 -4.855 19.983
C -1.027 -6.206 19.919
C -0.539 -7.138 20.837
C 0.659 -6.856 21.529
C 1.186 -5.586 21.398
C 0.965 1.258 27.560
O -0.250 0.938 27.555
H -0.197 4.448 25.621
H 0.131 2.700 25.639
H 1.483 3.920 25.426
H 2.623 3.973 29.036
H 4.278 2.132 29.364
H 4.025 -0.069 28.247
H 3.026 -2.049 25.027
H -1.210 -4.087 19.428
H -1.774 -6.543 19.193
H -1.035 -8.100 20.978
H 1.162 -7.559 22.191
H 2.183 -5.374 21.774
```

⟨S²⟩ = 2.26
lowest unoccupied orbital energy (alpha / beta) = -0.066 / -0.099 Eh
gap between HOMO and LUMO (alpha / beta) = 4.58 / 2.81 eV
net charge = 0
multiplicity = 3
highest occupied orbital energy (alpha / beta) = -6.3696 / -5.4952 eV


[2]
The molecule C5H6O, computed with ωB97M-V/def2-TZVPD.

Geometry as XYZ:
```
12
C5H6O ωB97M-V/def2-TZVPD
C -1.878 0.363 -0.142
C -0.986 -0.888 -0.111
C 0.427 -0.512 -0.071
C 1.548 -0.083 0.067
C 2.849 0.531 0.243
O 3.026 1.504 0.942
H -2.873 0.147 0.260
H -1.428 1.156 0.463
H -1.985 0.734 -1.166
H -1.189 -1.540 -0.966
H -1.193 -1.474 0.791
H 3.682 0.063 -0.310
```

lowest unoccupied orbital energy = 0.012 Eh
SMILES string = CCC#CC=O
gap between HOMO and LUMO = 10.65 eV
net charge = 0
multiplicity = 1
highest occupied orbital energy = -10.3195 eV


[3]
A cluster of 2 separate species, H4NS in total at a distorted geometry, computed with ωB97M-V/def2-TZVPD.

Geometry as XYZ:
```
6
H4NS ωB97M-V/def2-TZVPD
N 1.401 0.856 -1.675
H 0.862 1.716 -1.637
H 1.270 0.417 -0.761
H 2.371 1.147 -1.525
S -0.774 -0.538 0.995
H -1.285 -0.345 -0.213
```

lowest unoccupied orbital energy = 0.171 Eh
gap between HOMO and LUMO = 7.11 eV
net charge = -1
multiplicity = 1
highest occupied orbital energy = -2.4669 eV


[4]
A structure of composition C11H16Cl3F3OTi at a distorted geometry, computed with ωB97M-V/def2-TZVPD.

Geometry as XYZ:
```
35
C11H16Cl3F3OTi ωB97M-V/def2-TZVPD
C -0.701 0.955 -0.877
C -0.844 -0.446 -1.123
C 0.445 -1.024 -1.119
C -2.107 -1.173 -1.485
C 1.389 -0.007 -0.852
C 0.699 1.218 -0.711
C 1.324 2.584 -0.579
C -1.800 1.976 -0.914
C 0.759 -2.462 -1.439
C 2.885 -0.196 -0.921
Ti -0.201 -0.014 1.101
Cl -3.573 -3.727 1.494
Cl -2.290 -0.410 1.533
Cl 0.401 -2.197 1.635
H -2.978 -0.587 -1.188
H -2.153 -2.136 -0.958
H -2.135 -1.352 -2.574
H -0.026 -3.115 -1.042
H 1.716 -2.748 -0.987
H 0.827 -2.610 -2.531
H 3.169 -1.121 -0.402
H 3.393 0.651 -0.451
H 3.216 -0.274 -1.972
H 2.245 2.516 0.015
H 0.630 3.277 -0.088
H 1.582 2.990 -1.571
H -2.720 1.557 -0.489
H -1.999 2.286 -1.953
H -1.520 2.861 -0.331
O -0.326 1.587 2.031
H 0.402 2.025 2.478
F 0.443 -1.402 4.241
C 0.080 -0.245 3.702
F -1.149 0.044 4.159
F 0.917 0.716 4.165
```

lowest unoccupied orbital energy = 0.170 Eh
gap between HOMO and LUMO = 5.33 eV
net charge = -2
multiplicity = 1
highest occupied orbital energy = -0.7074 eV


no.,E_tot (eV)
1,-78729.813
2,-7327.457
3,-12391.220
4,-82553.371